Entry from the Open Molecules 2025 dataset: one molecule with the formula C4H8N2O3 at a distorted geometry (the ωB97M-V functional and the def2-TZVPD basis).

ORCA input file:
```
! wB97M-V def2-TZVPD RIJCOSX def2/J DEFGRID3
* xyz 0 1
O 0.39 -2.13 -0.59
H 0.40 -2.62 0.26
H -1.62 -0.46 -2.64
C -0.58 -0.02 -0.97
C -0.82 1.52 -0.48
C 1.18 0.65 1.74
H 1.30 0.59 2.83
N 0.31 -0.76 -0.16
H -0.65 2.09 0.41
H 2.16 0.78 1.29
H -0.20 -1.31 -2.44
H 0.59 1.56 1.65
N -0.66 -0.41 -2.33
O 0.43 -1.57 1.95
O -1.78 0.46 -0.43
C 0.49 -0.58 1.22
H -0.93 2.21 -1.31
*
```

- Energy relative to the best compared isomer or geometry (same formula, charge and spin): 458.8 kJ/mol
- Energy: -13396.9332 eV
- Orbital gap: 9.93 eV
- F_max: 0.0696 hartree/bohr

These are the Löwdin partial charges, in e, on atoms 1 to 5: 0.01, 0.10, 0.10, -0.48, -0.03